{
  "formula": "C3H6N3S2",
  "method": "ωB97M-V/def2-TZVPD",
  "homo_ev": -2.648,
  "e_tot_ha": -1078.44705,
  "smiles": "C1C/N=N/SS[N-]C1",
  "max_force_ev_per_a": 3.92,
  "charge": -1,
  "lumo_energy_ev": 3.7,
  "symbols": ["N", "S", "H", "C", "H", "H", "S", "N", "N", "C", "H", "H", "H", "C"],
  "coordinates": [[-2.3726, -1.1344, 0.1980], [-3.2008, 1.4747, -0.0191], [0.0024, -1.2591, 1.5075], [-0.1181, -1.3682, 0.3703], [-0.2766, -0.3165, -1.3908], [-0.6847, 1.7792, -0.7645], [-3.8289, -0.8810, -0.2405], [-1.8616, 1.2236, 0.7908], [-1.4647, -1.9875, 0.2851], [-0.0192, -0.0684, -0.3999], [0.2465, 1.7683, 0.7007], [1.0369, 0.0262, -0.4008], [0.6833, -1.9560, -0.0443], [-0.5268, 1.2298, 0.1735]]
}